1.
{
  "formula": "C5H15NO2",
  "method": "wB97M-V/def2-TZVPD",
  "symbols": ["C", "O", "C", "C", "C", "C", "N", "H", "H", "H", "H", "H", "H", "H", "H", "H", "H", "H", "H", "H", "H", "H", "O"],
  "positions_angstrom": [[-0.11, 1.19, -0.58], [1.08, 1.71, -1.19], [0.34, 0.10, 0.45], [-0.86, -0.99, 0.65], [-2.23, -0.38, 0.97], [-0.83, -1.89, -0.59], [0.75, 0.67, 1.64], [-0.64, 0.88, -1.47], [-0.71, 1.96, -0.09], [1.39, 2.51, -0.74], [1.12, -0.52, 0.00], [-0.47, -1.55, 1.49], [-2.18, 0.71, 0.98], [-2.60, -0.73, 1.93], [-2.92, -0.65, 0.18], [-0.12, -2.71, -0.48], [-0.61, -1.31, -1.48], [-1.81, -2.35, -0.69], [1.75, 0.77, 1.81], [0.31, 1.56, 1.86], [2.61, 0.55, -0.97], [3.34, 0.31, -2.33], [3.38, 0.15, -1.38]],
  "mulliken_charge": [-0.63, -0.51, -0.48, 0.49, -1.32, -1.43, -0.18, 0.35, 0.41, 0.31, 0.58, 0.47, 0.33, 0.33, 0.37, 0.37, 0.34, 0.47, 0.34, 0.34, 0.42, 0.33, -0.66],
  "spin_multiplicity": 2,
  "homo_lumo_gap_ev": [11.075, 5.893],
  "total_charge": 1,
  "de_lowest_kcal_mol": 44.3
}



2.
{
  "formula": "C4H6OS",
  "method": "wB97M-V/def2-TZVPD",
  "symbols": ["C", "C", "C", "C", "O", "S", "H", "H", "H", "H", "H", "H"],
  "positions_angstrom": [[-0.83, -1.39, -0.86], [0.19, 1.69, 0.46], [-1.05, -0.51, 0.16], [-0.63, 0.77, 0.34], [0.87, -0.66, 1.81], [2.07, 0.11, 1.71], [-1.40, -2.34, -0.87], [0.01, -1.16, -1.54], [1.21, 1.52, 0.88], [0.29, 2.71, 0.28], [-1.82, -0.82, 1.02], [2.71, -0.25, 0.60]],
  "mulliken_charge": [-0.65, -0.73, 0.15, 0.34, -0.40, 0.07, 0.25, 0.26, 0.03, 0.34, 0.19, 0.14],
  "homo_lumo_gap_ev": [6.978, 7.674],
  "total_charge": 0,
  "de_lowest_kcal_mol": 144.8
}



3.
{
  "formula": "C3H7NO2",
  "method": "wB97M-V/def2-TZVPD",
  "symbols": ["C", "C", "O", "C", "N", "O", "H", "H", "H", "H", "H", "H", "H"],
  "positions_angstrom": [[1.55, -0.08, 0.53], [0.04, 0.00, 0.62], [-0.25, 1.62, 0.08], [-0.74, -0.88, -0.23], [-0.87, 0.17, -1.66], [-1.99, 0.42, -1.96], [2.01, 0.54, 1.30], [1.90, -1.11, 0.63], [1.91, 0.28, -0.43], [-0.32, 0.07, 1.64], [-1.21, 1.79, 0.04], [-0.25, -1.77, -0.63], [-1.77, -1.04, 0.08]],
  "mulliken_charge": [-1.31, 0.47, -0.64, -0.64, 0.17, -0.32, 0.32, 0.36, 0.35, 0.29, 0.29, 0.33, 0.33],
  "homo_lumo_gap_ev": 9.005,
  "total_charge": 0,
  "de_lowest_kcal_mol": 117.4
}